{
  "formula": "C19H25N7NaO4S2",
  "method": "ωB97M-V/def2-TZVPD",
  "symbols": ["Na", "N", "C", "C", "N", "C", "C", "N", "H", "H", "H", "H", "H", "H", "H", "H", "H", "H", "H", "H", "H", "O", "C", "O", "C", "C", "C", "C", "C", "N", "C", "O", "O", "H", "H", "H", "H", "C", "S", "C", "S", "N", "N", "C", "C", "C", "C", "C", "C", "N", "H", "H", "H", "H", "H", "H", "H", "H"],
  "positions_angstrom": [[0.432, 0.280, 0.086], [1.946, -1.581, 0.242], [2.013, -1.753, 1.706], [0.641, -2.191, 2.222], [-0.427, -1.366, 1.659], [-1.379, -0.753, 2.580], [-0.912, 0.635, 3.007], [-0.772, 1.500, 1.826], [2.854, -1.336, -0.135], [1.640, -2.433, -0.216], [2.761, -2.490, 2.021], [2.269, -0.790, 2.151], [0.474, -3.247, 1.970], [0.639, -2.111, 3.312], [-0.902, -1.866, 0.920], [-2.336, -0.656, 2.056], [-1.554, -1.371, 3.472], [-1.608, 1.030, 3.756], [0.072, 0.565, 3.481], [-1.670, 1.858, 1.521], [-0.203, 2.304, 2.087], [1.533, 2.428, -3.316], [1.608, 1.771, -2.150], [1.198, 0.647, -2.007], [2.296, 2.550, -1.067], [3.104, 3.629, -1.352], [3.740, 4.255, -0.281], [3.507, 3.799, 0.996], [2.663, 2.701, 1.191], [2.087, 2.076, 0.167], [2.304, 2.232, 2.596], [1.540, 3.023, 3.192], [2.771, 1.134, 2.955], [0.982, 1.877, -3.892], [3.228, 3.969, -2.369], [4.399, 5.097, -0.456], [3.956, 4.274, 1.859], [-2.414, 3.853, -4.299], [-2.985, 2.155, -4.097], [-2.333, 1.622, -2.496], [-1.458, 2.645, -1.473], [-2.756, 0.407, -2.311], [-2.161, -0.582, -1.688], [-2.947, -1.522, -1.273], [-2.462, -2.823, -0.813], [-3.414, -3.807, -0.505], [-3.005, -5.064, -0.114], [-1.647, -5.338, -0.035], [-0.773, -4.308, -0.344], [-1.147, -3.084, -0.713], [-3.266, 4.507, -4.485], [-1.713, 3.914, -5.131], [-1.921, 4.146, -3.370], [-4.024, -1.404, -1.367], [-4.468, -3.566, -0.586], [-3.736, -5.829, 0.124], [-1.276, -6.312, 0.257], [0.299, -4.475, -0.289]],
  "atomic_forces_ev_per_a": [[-0.38, 0.07, 0.03], [0.27, -0.24, 0.27], [-0.26, -0.01, -0.16], [-0.03, 0.28, -0.18], [-0.25, -0.16, 0.26], [0.22, 0.04, -0.08], [0.06, 0.02, -0.24], [0.02, 0.04, 0.55], [-0.02, 0.02, 0.01], [-0.01, 0.06, -0.03], [0.06, -0.03, 0.04], [0.08, -0.01, -0.05], [-0.01, -0.05, 0.04], [-0.01, -0.02, 0.02], [0.11, 0.08, 0.09], [0.00, -0.02, 0.00], [-0.02, -0.04, 0.02], [-0.02, 0.04, 0.06], [-0.04, 0.02, -0.02], [0.00, -0.08, -0.12], [-0.02, 0.00, -0.02], [0.02, -0.05, -0.04], [0.16, -0.01, 0.07], [0.13, 0.14, -0.35], [-0.11, -0.17, 0.07], [0.05, 0.13, 0.00], [0.00, -0.01, -0.03], [0.06, 0.02, -0.02], [-0.11, 0.05, -0.15], [0.22, 0.11, -0.13], [-0.15, -0.14, 0.14], [0.14, -0.11, -0.02], [-0.04, 0.17, -0.02], [-0.01, 0.03, 0.00], [0.00, -0.01, 0.01], [-0.01, 0.01, 0.00], [-0.02, 0.01, 0.00], [-0.08, -0.06, 0.06], [0.04, -0.01, 0.07], [0.31, 0.28, 0.39], [-0.01, -0.28, -0.04], [-0.79, -0.07, -1.04], [0.38, -0.05, 0.76], [0.29, -0.03, -0.01], [0.01, 0.08, -0.02], [-0.08, -0.02, 0.03], [-0.07, -0.02, 0.01], [0.04, 0.04, -0.02], [-0.04, 0.11, -0.06], [-0.07, -0.18, -0.11], [0.02, 0.00, -0.01], [0.00, 0.02, 0.05], [0.03, 0.01, -0.02], [-0.05, -0.02, -0.05], [0.03, -0.01, 0.00], [0.00, 0.02, -0.01], [0.01, 0.02, 0.00], [-0.01, -0.01, 0.01]],
  "total_charge": -1,
  "homo_ev": -4.50
}


{
  "formula": "C29H30N7O2STi",
  "method": "ωB97M-V/def2-TZVPD",
  "symbols": ["Ti", "C", "C", "C", "C", "C", "C", "N", "C", "C", "C", "C", "C", "C", "N", "N", "C", "C", "C", "C", "C", "N", "H", "H", "H", "H", "H", "H", "H", "H", "H", "H", "H", "H", "H", "O", "C", "O", "C", "C", "C", "C", "C", "C", "S", "H", "H", "H", "H", "C", "N", "C", "C", "N", "N", "C", "C", "H", "H", "H", "H", "H", "H", "H", "H", "H", "H", "H", "H", "H"],
  "positions_angstrom": [[0.368, -0.908, 0.325], [-3.864, 2.582, 0.950], [-3.908, 1.220, 0.687], [-2.829, 0.406, 1.008], [-1.680, 0.943, 1.575], [-1.639, 2.311, 1.846], [-2.723, 3.121, 1.539], [-0.551, 0.106, 1.762], [0.235, 0.237, 2.909], [-0.209, 0.670, 4.158], [0.672, 0.708, 5.223], [2.007, 0.321, 5.073], [2.470, -0.088, 3.839], [1.591, -0.107, 2.762], [1.925, -0.414, 1.438], [3.164, -0.669, 1.099], [3.219, -0.939, -0.236], [4.466, -1.073, -0.872], [4.504, -1.213, -2.231], [3.304, -1.232, -2.961], [2.123, -1.140, -2.279], [2.059, -1.008, -0.936], [-4.711, 3.214, 0.714], [-4.792, 0.780, 0.241], [-2.866, -0.658, 0.812], [-0.745, 2.738, 2.287], [-2.672, 4.183, 1.754], [-1.248, 0.945, 4.290], [0.316, 1.030, 6.194], [2.675, 0.342, 5.923], [3.498, -0.386, 3.683], [5.355, -1.038, -0.258], [5.454, -1.304, -2.743], [3.298, -1.340, -4.036], [1.172, -1.197, -2.788], [-1.195, -2.899, 2.552], [-0.759, -3.112, 1.460], [0.413, -2.574, 1.004], [-1.406, -4.009, 0.463], [-1.877, -5.246, 0.880], [-2.432, -6.126, -0.034], [-2.523, -5.751, -1.368], [-2.077, -4.505, -1.783], [-1.513, -3.609, -0.875], [-1.073, -1.983, -1.437], [-1.799, -5.504, 1.929], [-2.791, -7.094, 0.290], [-2.952, -6.432, -2.092], [-2.169, -4.207, -2.821], [2.051, 3.155, -2.348], [1.199, 2.656, -1.278], [1.880, 2.482, -0.004], [0.116, 1.873, -1.575], [-0.157, 0.803, -0.891], [-0.664, 2.302, -2.613], [-0.955, 3.721, -2.774], [-1.688, 1.417, -3.137], [2.920, 2.499, -2.478], [2.409, 4.156, -2.102], [1.507, 3.196, -3.286], [2.289, 3.444, 0.310], [2.701, 1.766, -0.076], [1.178, 2.137, 0.746], [-1.089, 0.467, -1.115], [-0.326, 4.312, -2.115], [-2.000, 3.911, -2.515], [-0.790, 4.040, -3.805], [-1.343, 0.385, -3.143], [-1.906, 1.709, -4.164], [-2.616, 1.474, -2.555]],
  "atomic_forces_ev_per_a": [[-0.95, 1.05, -1.37], [0.10, 0.00, 0.05], [0.01, -0.01, 0.00], [-0.18, -0.03, -0.07], [0.34, -0.28, 0.06], [0.01, 0.20, 0.02], [0.00, -0.06, -0.01], [0.05, 0.15, 0.31], [-0.16, 0.07, -0.20], [-0.09, -0.09, 0.03], [0.09, -0.01, 0.05], [-0.09, 0.03, 0.05], [0.14, -0.03, -0.02], [0.10, 0.07, -0.27], [0.65, -0.02, 0.51], [0.02, 0.12, -0.02], [0.11, 0.13, 0.13], [0.06, -0.01, 0.06], [0.07, -0.01, -0.05], [0.10, -0.01, -0.02], [-0.14, -0.06, 0.18], [0.64, -0.01, -0.07], [0.02, 0.00, 0.00], [0.02, 0.01, 0.02], [-0.01, -0.04, 0.00], [-0.06, -0.01, -0.01], [-0.01, -0.03, 0.00], [0.04, -0.01, 0.00], [0.00, -0.01, -0.02], [0.00, 0.00, 0.00], [0.00, 0.02, 0.00], [0.00, 0.00, -0.04], [-0.02, 0.00, 0.01], [0.00, 0.00, 0.02], [-0.07, 0.01, 0.01], [0.04, -0.02, 0.41], [0.40, -0.32, -0.45], [-0.92, -1.12, 1.10], [0.15, 0.17, -0.20], [-0.04, -0.01, 0.01], [0.00, 0.00, -0.01], [0.02, 0.05, -0.02], [-0.01, 0.00, -0.03], [0.01, 0.02, 0.00], [-0.01, 0.06, 0.23], [0.01, 0.00, -0.01], [0.01, 0.01, 0.00], [0.00, 0.01, 0.00], [-0.01, -0.02, 0.04], [-0.03, 0.02, 0.05], [0.03, -0.12, 0.00], [-0.01, 0.02, -0.12], [0.22, 0.06, 0.30], [-0.33, -0.15, -0.48], [-0.04, 0.04, -0.10], [-0.02, -0.04, -0.01], [-0.03, 0.04, -0.03], [0.00, 0.01, 0.01], [0.00, 0.00, -0.01], [0.02, -0.01, 0.01], [0.00, 0.01, -0.04], [0.03, -0.04, 0.01], [-0.07, -0.04, 0.06], [-0.22, 0.29, -0.04], [0.00, -0.01, 0.00], [-0.01, 0.01, 0.00], [0.00, -0.02, -0.01], [0.02, -0.01, -0.03], [-0.03, 0.02, 0.00], [0.01, -0.02, 0.01]],
  "s2": 0.766,
  "total_charge": 0,
  "homo_ev": [-6.82, -7.28],
  "spin_multiplicity": 2
}


{
  "formula": "C3H14N2O3",
  "method": "ωB97M-V/def2-TZVPD",
  "symbols": ["N", "C", "C", "O", "C", "N", "H", "H", "H", "H", "H", "H", "H", "H", "H", "H", "H", "H", "O", "H", "H", "O"],
  "positions_angstrom": [[-0.414, -1.742, -0.301], [0.378, -1.376, 0.876], [-0.320, -0.804, 2.139], [0.549, -0.323, 3.188], [1.719, -0.656, 0.590], [1.417, 0.777, 0.146], [-0.831, -0.919, -0.809], [-1.137, -2.447, -0.014], [0.940, -2.292, 1.375], [-1.047, -1.560, 2.522], [-0.833, 0.189, 1.685], [0.849, 0.557, 2.860], [2.246, -1.222, -0.295], [2.410, -0.587, 1.364], [2.284, 1.217, 0.314], [1.133, 0.755, -0.867], [-1.500, 1.616, -1.149], [-2.984, 1.451, -1.536], [-2.071, 1.182, -1.732], [-1.286, 2.743, -3.669], [-0.731, 1.292, -3.209], [-0.628, 2.013, -3.846]],
  "atomic_forces_ev_per_a": [[-0.53, 0.25, 0.76], [3.47, -2.32, 2.65], [-1.32, 2.96, -1.89], [-0.15, 0.06, -1.18], [-2.06, 0.64, -4.76], [-1.05, -2.06, -0.47], [0.28, -1.23, 1.06], [0.80, 1.29, -0.68], [-1.66, 0.55, -1.39], [0.51, 0.91, -0.04], [0.25, -2.25, 1.24], [-0.23, -0.98, 0.46], [-0.93, 0.80, 1.65], [0.69, -0.21, 1.70], [0.88, 1.27, -0.66], [0.95, 0.36, 1.47], [1.15, 1.24, 1.68], [0.60, -0.11, 0.05], [-1.87, -1.29, -1.15], [1.06, -1.77, 0.08], [-0.65, 0.67, -0.22], [-0.20, 1.24, -0.36]],
  "total_charge": 0,
  "smiles": "NC[C@H](N)CO.O.O",
  "homo_ev": -9.16
}